# 1
# C27H56Cl14F4NO4P2

8 unconnected molecules or ions with the total composition C27H56Cl14F4NO4P2 in a non-equilibrium geometry (the ωB97M-V functional and the def2-TZVPD basis, the Open Molecules 2025 dataset).

## Properties
Kohn-Sham gap in eV: 6.43
HOMO level in eV: -5.1
Energy relative to the best compared isomer or geometry (same formula, charge and spin) in kcal per mole: 192.94
Net charge: -1
E_tot in a.u.: -8942.69713

Structure (XYZ):
```
108
Properties=species:S:1:pos:R:3:forces:R:3
C -3.248426 -3.918359 -1.523809 0.32 -0.02 0.10
C -4.534192 -2.950946 -1.170323 -1.03 -1.08 -1.47
O -4.639964 -2.586586 0.262745 0.66 2.58 -0.76
P -4.465732 -0.862756 0.492767 -2.86 2.35 -0.65
O -5.525391 0.019942 -0.279115 3.35 -3.24 2.20
C -2.623255 -0.446716 0.009240 -0.31 -1.78 1.42
C -2.499139 -0.200248 -1.565632 -2.76 -2.43 0.57
P -1.104285 0.909833 -2.251179 1.47 -2.98 -1.21
C 0.255011 1.726495 -3.313544 2.60 1.71 -1.76
C 1.133838 2.927610 -2.724242 -0.59 4.16 -2.78
N 1.059459 4.194432 -3.317613 0.60 -4.80 2.40
C 0.089484 0.541336 -0.761660 2.36 -0.80 0.95
C 0.544102 -1.078189 -0.721897 0.91 1.26 -0.31
C 2.018574 -1.280504 -1.462259 -0.56 0.12 0.16
O 0.744802 -1.402848 0.704743 0.78 -1.72 -1.33
C -1.781859 2.537748 -1.552802 -1.20 3.69 0.46
F -1.838055 3.457239 -2.767038 0.31 -1.73 2.95
F -0.996087 3.213506 -0.506177 -1.71 -1.30 -2.55
C -3.334126 2.634193 -1.079566 -1.17 3.25 1.24
F -3.725479 4.091089 -1.287620 0.71 -3.17 0.61
F -3.554442 2.520823 0.411460 0.88 -0.28 -4.27
O -4.767080 -0.563298 2.218157 1.88 -1.60 -3.13
C -3.582235 -0.964286 2.993446 0.21 0.20 0.60
C -4.083572 -1.258592 4.528739 -0.22 0.56 -0.77
H -2.511251 -3.928685 -0.606594 -1.45 0.08 -1.84
H -2.655283 -3.540133 -2.483477 -1.33 -0.72 2.12
H -3.584242 -5.043193 -1.734620 0.64 2.54 0.55
H -4.605826 -2.004106 -1.875699 0.33 -1.92 1.62
H -5.504084 -3.603418 -1.403222 1.98 1.53 0.58
H -2.291526 0.367857 0.758314 -0.60 -1.09 -1.57
H -2.025648 -1.437601 0.305580 -1.12 2.24 -0.50
H -2.353704 -1.313929 -1.997966 0.05 2.64 0.77
H -3.581857 0.036648 -2.016703 2.31 -0.02 1.08
H -1.995240 1.117176 -3.403241 -0.09 0.16 0.31
H -0.580961 -0.337437 -2.827585 -0.22 0.06 -0.29
H 1.030510 0.905745 -3.709925 -1.65 1.50 1.24
H -0.242643 2.131409 -4.323498 1.05 -0.68 2.27
H 1.890854 2.868319 -1.803314 -1.90 -0.10 -2.10
H 0.393285 4.182506 -4.121163 0.46 -0.44 0.88
H 1.167330 1.027193 -0.885921 -2.39 -0.60 0.15
H -0.277294 0.933744 0.267343 0.60 -1.06 -1.59
H -0.236067 -1.779454 -1.233258 1.29 1.20 1.00
H 2.403116 -2.383403 -1.303765 -0.84 2.00 -0.39
H 1.920727 -1.063675 -2.610656 0.23 -0.44 2.18
H 2.828426 -0.558936 -0.997400 -1.84 -1.38 -0.90
H 1.301034 -2.249520 0.693130 -1.25 1.73 0.08
H -4.129140 2.075310 -1.717025 1.63 0.63 1.71
H -2.838830 -0.037923 2.976968 -1.33 -2.15 0.08
H -3.120099 -1.898181 2.453840 -0.54 1.70 1.44
H -3.513329 -0.490269 5.222241 -1.11 -1.88 -1.16
H -3.928537 -2.383729 4.855029 -0.36 2.85 -1.17
H -5.235981 -0.982332 4.583051 2.42 -0.64 -0.18
Cl 3.220062 -5.295073 -0.474635 -0.01 0.04 -0.02
C 2.438917 -5.216152 1.124610 -0.12 -0.06 0.26
C 1.119611 -5.970687 1.157213 0.14 -0.10 0.21
Cl -0.134659 -5.175762 0.173380 0.08 0.00 -0.04
H 2.306889 -4.161536 1.385900 -0.03 -0.23 -0.11
H 3.138269 -5.658683 1.840150 -0.16 0.01 -0.10
H 0.739454 -6.010246 2.182249 0.12 0.09 -0.11
H 1.233473 -6.998002 0.796887 0.03 0.28 -0.01
Cl -4.218241 7.903891 1.663303 -0.03 0.08 0.07
C -5.235340 6.753140 0.760374 -0.15 -0.29 -0.27
C -6.389080 7.441728 0.049259 0.32 -0.20 -0.26
Cl -7.599788 8.077496 1.190754 -0.08 0.10 0.07
H -5.590707 5.991795 1.461793 0.05 0.25 -0.13
H -4.585837 6.264187 0.028257 -0.14 0.08 0.07
H -6.907813 6.726560 -0.595901 0.13 0.04 0.18
H -6.041135 8.271657 -0.573900 -0.04 -0.14 0.25
Cl 1.576739 9.044042 -3.630481 -0.04 0.19 -0.07
C 2.386090 7.521099 -3.183717 0.14 -0.43 0.04
C 3.685319 7.316131 -3.945915 -0.01 0.09 0.48
Cl 3.407772 7.008980 -5.678443 0.07 0.03 -0.07
H 1.683259 6.700100 -3.356664 0.21 0.09 0.01
H 2.589172 7.574259 -2.110006 0.04 0.00 -0.20
H 4.214121 6.443695 -3.550945 -0.30 0.18 -0.08
H 4.346612 8.183814 -3.856508 -0.23 -0.07 -0.11
Cl 7.425867 3.485440 -6.089887 -0.03 -0.03 0.01
C 7.512532 4.850003 -4.947759 0.08 0.27 0.22
C 6.992592 4.478361 -3.568448 0.05 0.11 -0.01
Cl 5.233422 4.198478 -3.565394 0.30 0.25 -0.18
H 6.953962 5.687620 -5.377081 -0.01 -0.27 0.10
H 8.565093 5.141170 -4.882472 -0.14 -0.10 0.05
H 7.183895 5.295492 -2.866679 0.02 -0.06 -0.17
H 7.480456 3.577607 -3.182691 -0.10 0.15 -0.16
Cl -3.434785 -2.841993 6.939723 0.32 -0.54 0.82
C -2.625433 -4.364936 7.386488 0.08 -0.17 0.25
C -1.326205 -4.569904 6.624289 0.02 0.07 0.22
Cl -1.603751 -4.877055 4.891762 -0.09 0.05 0.02
H -3.328265 -5.185935 7.213541 0.16 0.20 -0.08
H -2.422351 -4.311776 8.460199 0.08 -0.03 -0.17
H -0.797403 -5.442340 7.019260 -0.16 0.14 -0.01
H -0.664911 -3.702220 6.713697 -0.22 -0.15 -0.07
Cl 4.571194 1.305329 -2.632698 -0.05 -0.58 0.21
C 6.201795 0.594291 -2.534887 0.07 -0.01 -0.01
C 6.189669 -0.906087 -2.779167 0.20 0.13 -0.19
Cl 5.396318 -1.796825 -1.456213 0.11 -0.02 -0.04
H 6.620559 0.839784 -1.553922 -0.16 -0.15 -0.15
H 6.809228 1.090424 -3.297645 -0.09 -0.14 -0.01
H 7.215621 -1.280638 -2.841737 -0.12 0.12 0.05
H 5.677949 -1.158548 -3.713288 0.00 0.13 0.26
Cl 1.651228 -9.532252 4.823373 0.02 0.05 0.00
C 1.815147 -8.758162 6.419592 0.01 0.08 0.27
C 1.018879 -7.466809 6.516109 -0.07 -0.19 0.14
Cl 1.697914 -6.179260 5.489388 0.06 -0.04 0.00
H 2.880261 -8.590151 6.607277 -0.25 0.05 -0.13
H 1.448998 -9.477022 7.158578 -0.03 0.16 -0.12
H 1.038313 -7.094310 7.544528 0.10 -0.11 -0.12
H -0.026636 -7.615112 6.227872 0.24 -0.01 -0.09
```
Forces are in eV/Å.



# 2
# C27H56Cl2NO20S6

7 unconnected molecules or ions with the total composition C27H56Cl2NO20S6 in a non-equilibrium geometry (the ωB97M-V functional and the def2-TZVPD basis, the Open Molecules 2025 dataset).

## Properties
Kohn-Sham gap in eV: 7.61
HOMO level in eV: -12.0
Net charge: +1
E_tot in a.u.: -5931.15003

Structure (XYZ):
```
112
Properties=species:S:1:pos:R:3:forces:R:3
C -0.400816 -3.369145 -7.429568 0.28 0.83 0.82
C 0.239375 -2.126667 -6.837654 -0.47 -0.29 -0.17
Cl -0.818831 -0.736081 -6.622538 0.41 -0.64 -0.05
C 1.517001 -2.035364 -6.461093 -0.82 0.06 -0.04
Cl 2.616966 -3.362140 -6.615762 -0.03 0.81 0.30
N 1.951079 -0.776246 -5.873254 0.49 -1.33 -0.59
C 2.263993 0.219533 -6.710319 0.37 0.56 -0.47
C 2.637244 1.436958 -6.208029 -0.15 -0.10 0.49
C 2.677991 1.572593 -4.813084 -0.29 1.33 -0.40
C 3.075328 2.952464 -4.284285 1.12 0.01 1.12
O 4.072513 3.044235 -3.613117 -0.74 -0.21 -0.59
O 2.354215 4.035065 -4.606928 -0.36 -0.85 -0.08
C 2.370443 0.517381 -3.957839 0.08 0.39 -0.16
C 1.997603 -0.667618 -4.541192 0.01 -0.11 0.76
H -1.199393 -3.032030 -8.096190 0.18 -0.43 0.01
H 0.392466 -3.932608 -7.927380 -0.46 -0.08 -0.10
H -0.825978 -3.956156 -6.587734 0.07 0.19 -0.60
H 2.212782 0.038580 -7.780819 -0.11 -0.24 0.29
H 2.863221 2.262710 -6.880000 -0.04 -0.17 0.21
H 1.464042 3.792802 -4.919969 0.14 0.29 -0.28
H 2.389269 0.635040 -2.877332 0.01 -0.08 -0.23
H 1.716756 -1.542789 -3.956972 0.04 0.17 -0.27
O -2.671985 -5.149683 -5.347480 -0.08 0.15 -0.24
S -3.441135 -6.343540 -5.129982 -0.04 -0.55 0.67
O -4.225272 -6.914704 -6.176522 0.09 0.29 -0.26
O -4.356934 -6.138248 -3.843531 0.34 -0.01 -0.05
C -5.206657 -4.977652 -3.789093 -0.64 0.49 -0.05
C -6.461313 -5.154279 -4.621725 0.09 -0.12 -0.27
C -2.396079 -7.590889 -4.454877 0.06 0.02 0.10
H -4.653274 -4.085769 -4.090405 0.15 -0.14 -0.06
H -5.479427 -4.849688 -2.742385 0.22 -0.23 0.05
H -6.225851 -5.188025 -5.685516 -0.01 0.02 0.02
H -7.149849 -4.325838 -4.452406 0.04 0.00 0.08
H -6.961332 -6.089671 -4.370664 -0.02 0.05 0.08
H -1.842196 -7.171248 -3.618995 -0.03 0.00 -0.01
H -1.712466 -7.908345 -5.239667 -0.06 0.05 -0.06
H -3.011870 -8.427060 -4.133714 -0.03 0.03 -0.03
O -0.082033 4.761719 -6.655922 0.44 -0.21 0.01
S -0.196304 5.409395 -7.937195 -0.74 0.66 -0.30
O 0.817788 5.261484 -8.933011 0.26 -0.35 0.29
O -0.480567 6.953327 -7.707889 -0.14 -0.36 0.06
C 0.412226 7.696851 -6.851418 0.64 0.52 0.32
C 1.699465 8.067614 -7.560599 0.07 -0.27 -0.18
C -1.756197 5.004001 -8.647224 -0.09 -0.01 0.06
H 0.610998 7.140477 -5.933683 -0.12 -0.16 -0.10
H -0.122307 8.602269 -6.569463 -0.26 -0.15 -0.14
H 2.302799 7.183844 -7.769218 0.01 0.02 0.03
H 2.291000 8.744471 -6.944055 -0.08 0.02 0.03
H 1.488266 8.548677 -8.515706 -0.03 0.07 0.06
H -2.533673 5.173031 -7.906645 0.03 0.02 0.00
H -1.727279 3.953982 -8.931197 0.08 0.01 0.01
H -1.912203 5.625573 -9.525195 0.05 0.01 0.02
O -1.273964 -0.450922 1.204151 0.09 0.10 -0.45
S -1.403946 0.215601 -0.057047 -0.83 0.63 -0.03
O -0.422494 0.040376 -1.088536 0.28 -0.26 0.07
O -1.617056 1.765648 0.197972 -0.12 -0.27 -0.11
C -0.659220 2.455513 1.033180 0.72 0.44 0.38
C 0.612920 2.785413 0.276384 0.04 -0.27 -0.24
C -2.999649 -0.117638 -0.725682 -0.05 0.00 -0.06
H -0.445998 1.876787 1.933351 -0.18 -0.12 -0.06
H -1.139629 3.378272 1.351960 -0.29 -0.16 -0.10
H 1.168814 1.879848 0.027777 0.02 0.02 0.06
H 1.258040 3.424485 0.878826 -0.08 0.01 0.04
H 0.383298 3.293441 -0.661898 -0.02 0.09 0.07
H -3.746431 0.072333 0.040630 0.04 0.02 0.01
H -3.021114 -1.164492 -1.022606 0.08 0.00 0.04
H -3.158279 0.520985 -1.591152 0.03 0.01 0.02
O 3.676624 -3.605192 1.524669 -0.17 -0.15 0.11
S 3.791999 -2.652625 2.588506 0.22 0.62 -0.05
O 3.459259 -3.000096 3.933146 -0.06 -0.29 -0.07
O 2.994200 -1.331530 2.181712 0.31 -0.07 -0.10
C 1.620683 -1.471862 1.772042 -0.80 -0.04 0.02
C 0.689013 -1.637728 2.953592 0.31 -0.39 0.52
C 5.407580 -1.948683 2.564910 0.03 0.09 -0.04
H 1.516897 -2.298469 1.065808 0.19 -0.03 0.05
H 1.366866 -0.557957 1.236957 0.29 0.06 0.02
H 0.854279 -2.592828 3.454833 0.09 0.02 -0.02
H -0.341632 -1.601698 2.631164 0.02 -0.01 -0.03
H 0.859664 -0.851521 3.691762 -0.02 0.06 -0.07
H 5.636217 -1.627768 1.552058 -0.02 -0.01 0.01
H 6.106673 -2.718949 2.883598 -0.08 -0.05 0.02
H 5.434445 -1.109293 3.255263 -0.03 -0.03 0.01
O -1.080023 1.902986 4.487863 0.01 0.32 -0.07
S -2.048229 1.456254 5.445942 -0.06 -0.77 0.39
O -3.014045 2.353831 5.995319 0.09 0.27 -0.23
O -1.292820 0.712724 6.631990 -0.08 -0.11 -0.35
C -0.213014 1.405581 7.294127 0.47 0.49 0.65
C -0.732179 2.423649 8.290636 -0.27 0.18 -0.16
C -2.883761 0.043731 4.802626 0.04 -0.12 -0.01
H 0.452563 1.870740 6.564873 -0.17 -0.09 -0.17
H 0.366972 0.649194 7.821699 -0.17 -0.21 -0.19
H -1.232535 3.249303 7.783434 0.03 0.00 0.00
H 0.087424 2.834483 8.880251 0.05 -0.12 -0.01
H -1.459149 1.968334 8.963372 0.11 -0.05 0.05
H -2.144388 -0.665633 4.438156 0.01 0.04 0.00
H -3.518549 0.380318 3.985552 0.03 0.09 0.03
H -3.489431 -0.394473 5.591974 0.01 0.05 0.01
O 2.058349 -0.388172 9.726875 -0.06 0.39 0.08
S 1.101554 -0.827750 10.698812 -0.13 -0.86 0.22
O 0.134531 0.066450 11.255244 0.14 0.32 -0.22
O 1.865924 -1.567010 11.884930 -0.09 -0.06 -0.28
C 2.946334 -0.871823 12.534737 0.46 0.44 0.49
C 2.441977 0.153228 13.531604 -0.24 0.15 -0.13
C 0.261474 -2.242975 10.068232 0.02 -0.12 0.02
H 3.604767 -0.414034 11.794214 -0.15 -0.06 -0.14
H 3.526760 -1.631739 13.055918 -0.18 -0.20 -0.16
H 1.939353 0.978365 13.026826 0.03 0.00 0.01
H 3.271852 0.562825 14.108267 0.04 -0.08 -0.02
H 1.721007 -0.296227 14.214889 0.08 -0.04 0.03
H 0.997779 -2.952690 9.700014 0.01 0.03 0.01
H -0.381275 -1.909603 9.255479 0.03 0.09 0.03
H -0.336491 -2.679505 10.864325 0.01 0.04 0.01
```
Forces are in eV/Å.